Density functional theory data (ωB97M-V with the def2-TZVPD basis set) for a cluster of 17 separate species, C30H94O17 in total in a non-equilibrium geometry.

Each line ends with the Mulliken charge.
Cartesian coordinates (Å):
C 12.2575 14.5842 9.3055  -1.13
C 11.0559 14.1847 10.1740  2.60
C 10.2549 15.4654 10.4958  -1.31
O 10.3199 13.2655 9.3432  -0.69
H 12.8471 13.7444 8.9268  0.01
H 12.9214 15.3145 9.8489  0.28
H 11.9110 15.0998 8.4107  0.45
H 11.3827 13.7885 11.0841  -1.41
H 9.3745 15.2003 11.1016  0.22
H 10.0083 15.9982 9.6142  0.41
H 10.7625 16.0862 11.2222  0.23
H 9.6637 12.8379 9.8978  0.18
C 11.3880 19.6478 14.8715  -1.60
C 11.9591 18.3534 15.4501  0.49
C 11.5593 17.1713 14.6196  -0.58
O 13.3357 18.4418 15.7459  -0.45
H 11.8018 20.4046 15.5053  0.48
H 10.2993 19.6844 14.8328  0.40
H 11.7249 19.8899 13.8540  0.37
H 11.4426 18.1203 16.4008  0.07
H 12.2171 16.3902 15.0553  0.00
H 11.8197 17.2448 13.5754  0.18
H 10.4704 16.9988 14.6274  0.29
H 13.6187 19.0862 15.1144  0.31
C 15.4637 10.6347 9.7046  -0.64
C 15.3476 11.7160 8.5875  0.52
C 16.0700 12.9105 9.1382  -1.12
O 15.9651 11.2997 7.3864  -0.56
H 16.5777 10.5389 9.9823  0.24
H 15.0384 9.6502 9.4659  0.49
H 14.9532 11.1174 10.5587  -0.27
H 14.2690 11.8728 8.4138  0.16
H 15.9421 13.7613 8.4900  0.35
H 17.1074 12.6033 9.2707  0.44
H 15.7242 13.0924 10.1159  0.11
H 15.6735 10.4074 7.2427  0.34
C 7.8104 10.6311 12.4944  -1.25
C 7.6187 11.6658 11.4641  0.61
C 6.1803 12.0481 11.1677  -1.43
O 8.2804 12.8795 11.7793  -0.07
H 7.1748 10.9044 13.3911  0.24
H 8.7867 10.5301 12.9708  0.16
H 7.3821 9.6641 12.2267  0.49
H 8.0645 11.3549 10.5381  0.42
H 6.1900 12.6659 10.2962  0.33
H 5.7949 12.5116 12.0562  0.20
H 5.5554 11.2028 10.9495  0.45
H 8.2515 13.0703 12.7277  0.23
C 7.2052 15.9384 15.2865  -1.68
C 7.8613 14.5551 15.3809  1.71
C 7.5480 13.8136 16.6416  -1.36
O 7.5459 13.5813 14.2994  -0.40
H 7.1794 16.2356 14.2533  0.38
H 7.8179 16.6236 15.8631  0.37
H 6.2206 15.8195 15.6376  0.49
H 8.9218 14.7210 15.3699  -0.87
H 6.5598 13.5069 16.7030  0.51
H 7.8530 14.3491 17.5191  0.41
H 8.2031 12.9326 16.5817  0.16
H 6.6302 13.7667 14.0172  0.17
C 11.8014 13.8424 14.0943  -0.22
C 12.0696 12.4006 13.8106  1.01
C 13.2068 12.1919 12.7983  -0.93
O 12.5012 11.8530 15.0508  -0.17
H 10.9217 14.0703 14.7983  -0.77
H 11.6501 14.4299 13.2200  0.54
H 12.7379 14.1387 14.5799  -0.25
H 11.1503 11.9291 13.4512  -0.27
H 13.0818 12.9048 11.9778  -0.05
H 13.0671 11.1924 12.3782  0.40
H 14.1098 12.2696 13.3329  0.23
H 12.7180 10.8904 15.0065  0.09
C 8.8886 8.0597 17.8852  -1.08
C 9.8324 7.6055 16.7831  0.42
C 9.1708 7.6417 15.3925  -1.18
O 11.0012 8.4362 16.9284  -0.62
H 9.4184 8.0542 18.8183  0.35
H 7.9418 7.4742 17.9634  0.37
H 8.6729 9.1346 17.7905  0.13
H 10.1816 6.6319 17.0265  0.34
H 9.8506 7.3471 14.5882  0.33
H 8.7485 8.6302 15.2050  0.15
H 8.2849 6.9313 15.3415  0.40
H 10.7774 9.3714 16.7735  0.35
C 11.3922 14.8074 18.7364  -0.20
C 11.3721 13.8883 19.9747  0.25
C 9.9104 13.6440 20.5309  -1.29
O 11.9479 12.6537 19.5411  -0.32
H 11.1342 15.8416 18.9830  0.56
H 10.7724 14.4715 17.9238  -0.18
H 12.4589 14.8226 18.4071  -0.37
H 12.0212 14.3383 20.7460  0.41
H 9.4979 14.6186 20.8468  0.38
H 9.9744 13.0656 21.4925  0.40
H 9.3025 13.0626 19.7948  0.19
H 12.0659 12.0403 20.2550  0.16
C 17.7937 15.6525 13.3962  -1.53
C 16.3354 15.6838 13.8976  1.17
C 15.4673 16.3731 12.8820  -1.01
O 15.7651 14.3952 14.0406  -0.09
H 18.1444 16.6343 13.2569  0.53
H 17.8801 14.9957 12.4924  0.25
H 18.4086 15.2083 14.1971  0.36
H 16.2011 16.2202 14.8649  -0.26
H 15.4552 15.7536 11.9175  0.07
H 15.7723 17.3979 12.7459  0.52
H 14.4670 16.3698 13.2642  0.02
H 16.1645 13.9192 14.7831  0.09
C 15.4351 13.9467 19.3348  -0.78
C 15.6409 14.7808 18.0459  1.66
C 15.8610 16.1738 18.3930  -1.66
O 16.7690 14.2207 17.3480  -0.69
H 16.2632 14.1686 20.0088  0.45
H 15.2937 12.8589 19.0831  -0.03
H 14.4920 14.2792 19.8229  0.03
H 14.7500 14.6839 17.4685  -0.35
H 15.8641 16.8498 17.5344  0.27
H 16.7551 16.2928 18.9943  0.39
H 15.0759 16.4487 19.0647  0.39
H 16.6174 13.3264 17.0373  0.23
O 17.1967 12.1270 12.9183  -0.81
H 16.5207 11.5072 12.5431  0.26
H 16.7826 13.0065 12.9413  0.29
O 13.7922 11.9881 17.3147  0.66
H 13.3728 12.1463 16.4399  -0.06
H 13.1357 12.2676 17.9744  0.03
O 15.4963 10.0040 17.1821  -0.87
H 15.8747 9.5007 17.9510  0.28
H 14.9065 10.6873 17.5411  0.30
O 13.3210 9.1140 15.6121  -0.59
H 12.5673 8.6782 16.0331  0.36
H 14.0438 9.1749 16.2999  0.38
O 15.5517 9.6097 12.7693  -0.58
H 14.9573 9.0455 12.2736  0.31
H 15.2306 9.5949 13.6958  0.26
O 10.4634 11.3351 16.9988  -0.30
H 10.6561 11.6401 17.9155  0.11
H 11.1505 11.6291 16.3818  0.12
O 17.1410 11.7572 15.7599  -0.75
H 16.5838 11.0750 16.1498  0.38
H 17.0034 11.7015 14.7780  0.44

Computed properties:
**Net charge**: 0
**HOMO-LUMO gap**: 9.7 eV
**Energy above the lowest of the compared OMol25 structures with the same formula, charge and spin**: 0.140 eV
**Calculated total energy**: -67442.3768 eV
**HOMO energy**: -9.521 eV